Here is a 7-piece molecular cluster, C14H40FN2O10P overall in a non-equilibrium geometry from the Open Molecules 2025 dataset. Energies are from ωB97M-V/def2-TZVPD.

The geometry in XYZ format:
```
68
Properties=species:S:1:pos:R:3:forces:R:3
O -4.933 1.525 1.810 0.264 -0.126 -0.334
N -5.001 0.823 2.747 -0.397 0.432 0.557
O -4.075 1.161 3.744 0.145 -0.546 -0.189
P -2.388 1.330 3.254 -0.135 0.123 -0.252
C -0.487 1.420 2.915 0.951 0.734 0.444
O 0.226 1.866 3.784 -0.411 -0.672 -0.493
N 0.130 0.928 1.678 -0.546 -0.348 0.001
C -0.577 1.201 0.520 0.099 0.326 -0.019
O -0.781 2.275 0.059 -0.273 -0.198 0.195
F -1.044 0.086 -0.075 0.210 0.004 -0.275
H -2.579 0.379 2.247 -0.025 -0.021 -0.102
H -2.514 2.674 2.919 0.026 0.098 0.001
H -2.070 0.993 4.564 -0.008 0.084 0.179
H 0.387 -0.056 1.741 -0.094 -0.060 0.104
C -6.206 -3.289 4.333 0.028 0.093 0.004
C -5.408 -3.241 3.043 0.056 -0.003 0.092
O -4.425 -2.212 3.057 0.062 -0.015 -0.045
H -6.688 -2.328 4.513 -0.021 0.002 -0.015
H -6.972 -4.064 4.292 0.008 -0.016 -0.006
H -5.553 -3.499 5.183 -0.006 -0.046 -0.001
H -6.059 -3.016 2.200 0.002 0.009 -0.032
H -4.932 -4.210 2.853 -0.042 -0.013 -0.036
H -3.822 -2.388 3.786 0.024 -0.002 0.001
C 0.933 -2.753 -0.597 -0.108 -0.028 0.120
C 0.427 -3.254 0.742 -0.142 0.057 -0.180
O -0.653 -2.452 1.223 0.136 0.003 0.245
H 1.260 -1.718 -0.522 0.080 0.011 -0.033
H 1.774 -3.346 -0.954 0.021 0.001 -0.015
H 0.140 -2.798 -1.348 0.017 -0.051 -0.012
H 1.209 -3.185 1.497 -0.023 -0.009 0.061
H 0.111 -4.300 0.679 0.058 -0.013 0.017
H -1.372 -2.505 0.586 -0.015 0.049 -0.005
C 4.914 -0.086 -3.408 -0.048 0.036 0.035
C 4.290 -1.265 -2.684 -0.145 0.041 -0.061
O 2.945 -1.013 -2.304 0.229 -0.005 -0.024
H 4.879 0.804 -2.780 0.019 0.002 0.016
H 5.954 -0.289 -3.671 0.001 -0.013 -0.008
H 4.365 0.133 -4.327 0.019 -0.021 -0.025
H 4.832 -1.474 -1.761 0.015 -0.028 0.013
H 4.339 -2.162 -3.312 0.067 -0.018 0.021
H 2.436 -0.834 -3.106 -0.177 0.091 -0.019
C -0.447 1.141 -5.637 -0.015 -0.033 0.109
C 0.594 0.042 -5.603 -0.122 -0.009 0.036
O 0.887 -0.372 -4.266 0.089 -0.041 -0.049
H -0.111 1.998 -5.057 0.034 0.040 -0.045
H -0.636 1.470 -6.658 -0.001 0.006 -0.008
H -1.389 0.795 -5.204 -0.015 -0.037 -0.060
H 1.538 0.394 -6.018 0.033 -0.006 0.011
H 0.265 -0.820 -6.191 0.045 0.010 -0.035
H 0.072 -0.689 -3.864 -0.007 0.022 0.053
C 2.613 -0.179 6.347 -0.088 0.012 -0.006
C 2.281 -1.294 5.373 0.018 0.141 -0.046
O 1.016 -1.101 4.747 -0.065 -0.110 -0.071
H 1.840 -0.103 7.112 0.008 -0.018 0.021
H 3.572 -0.357 6.834 0.012 -0.007 -0.011
H 2.663 0.781 5.829 0.035 0.000 -0.010
H 2.213 -2.249 5.891 -0.004 -0.035 -0.011
H 3.064 -1.377 4.612 0.027 -0.053 0.029
H 1.045 -0.266 4.272 0.076 0.167 0.139
C 1.317 5.923 -4.143 -0.048 -0.012 -0.025
C 1.242 4.471 -4.577 0.151 0.144 -0.177
O 1.015 4.354 -5.983 -0.016 -0.053 0.185
H 0.394 6.442 -4.403 -0.020 -0.005 0.022
H 1.473 6.005 -3.067 0.012 -0.009 0.005
H 2.140 6.434 -4.648 0.035 -0.009 0.037
H 0.412 3.968 -4.086 -0.033 -0.021 -0.024
H 2.163 3.942 -4.310 -0.039 -0.024 0.090
H 1.753 4.785 -6.424 -0.026 -0.003 -0.086
```
Forces are in eV/Å.

- HOMO level: -9.6 eV
- Lowest unoccupied orbital energy: 0.0070 Eh

Here is a 6-piece molecular cluster, C14H40O14S4 overall in a non-equilibrium geometry from the Open Molecules 2025 dataset. Energies are from ωB97M-V/def2-TZVPD.

The geometry in XYZ format:
```
72
Properties=species:S:1:pos:R:3:forces:R:3
C -2.660 2.698 -2.866 -0.343 -0.377 -0.558
C -2.139 4.012 -3.408 1.205 -0.418 1.958
O -3.016 4.734 -4.239 -0.616 -0.085 -1.223
S -2.838 4.571 -5.843 -0.506 0.382 0.274
C -1.639 5.866 -6.096 0.805 0.620 -0.617
O -2.252 3.288 -6.116 -0.146 0.488 0.054
O -4.093 4.953 -6.437 1.144 -0.250 0.663
H -3.704 2.783 -2.558 -0.038 -0.001 -0.248
H -2.117 2.427 -1.960 0.257 0.019 -0.127
H -2.535 1.915 -3.618 -0.285 -0.116 0.193
H -1.966 4.597 -2.495 -0.118 0.581 -0.541
H -1.152 3.856 -3.854 -0.196 0.122 -0.256
H -1.697 6.308 -7.092 -0.545 -0.298 -0.052
H -0.602 5.532 -6.042 -0.234 -0.528 0.347
H -1.757 6.680 -5.385 -0.381 -0.195 0.140
C 4.881 0.096 6.950 0.485 0.931 0.652
C 3.853 0.499 5.900 -0.007 -1.643 0.750
O 4.220 1.731 5.300 0.051 0.636 -0.423
S 4.077 1.903 3.711 -0.947 -0.789 0.779
C 2.269 1.932 3.537 0.971 0.229 0.365
O 4.605 3.187 3.430 0.261 0.459 -0.223
O 4.635 0.721 3.115 -0.268 0.206 -0.234
H 4.540 -0.617 7.701 -0.434 -0.213 -0.421
H 5.080 0.998 7.540 0.118 -0.008 -0.059
H 5.850 -0.250 6.595 -0.165 0.009 -0.442
H 3.737 -0.296 5.162 0.062 0.158 -0.190
H 2.902 0.590 6.430 -0.139 0.376 -0.247
H 1.886 1.197 4.241 -0.145 -0.261 -0.357
H 1.987 1.751 2.504 -0.013 -0.268 0.039
H 1.940 2.918 3.858 0.136 0.052 -0.043
C 5.252 -2.360 1.633 0.814 -1.172 0.899
C 3.805 -2.214 2.039 -0.135 2.280 -1.805
O 3.570 -2.601 3.375 -0.668 -0.859 1.247
S 2.042 -2.698 3.926 1.580 -0.633 0.170
C 1.417 -4.103 3.008 -0.439 0.895 -0.025
O 2.133 -3.049 5.322 0.011 0.478 -1.219
O 1.391 -1.505 3.493 -0.550 0.265 -0.008
H 5.489 -2.013 0.631 -0.488 0.062 -0.105
H 5.601 -3.395 1.725 -0.132 -0.022 -0.198
H 5.905 -1.803 2.309 -0.271 0.210 0.056
H 3.631 -1.138 1.907 -0.311 -0.051 0.586
H 3.092 -2.624 1.314 0.176 -0.719 0.255
H 2.043 -4.210 2.127 0.093 -0.440 0.153
H 0.428 -3.810 2.657 -0.050 -0.077 0.117
H 1.345 -4.953 3.675 0.308 -0.142 -0.139
C -2.753 -1.314 -6.479 -0.939 1.226 -0.749
C -2.554 -2.155 -5.258 1.010 -0.837 -0.935
O -3.197 -1.578 -4.127 -0.663 -0.519 0.609
S -3.636 -2.550 -2.896 -0.540 0.087 -0.583
C -2.727 -1.677 -1.603 -1.362 -0.373 -0.674
O -5.064 -2.415 -2.702 1.352 0.150 -0.002
O -3.114 -3.882 -3.115 0.015 1.129 0.229
H -3.757 -1.434 -6.899 0.038 -0.217 0.126
H -2.057 -1.530 -7.289 0.165 -0.331 0.224
H -2.689 -0.233 -6.316 0.296 -0.127 0.367
H -2.915 -3.157 -5.498 -0.211 0.031 0.473
H -1.480 -2.274 -5.074 -0.096 0.149 0.339
H -1.836 -1.253 -2.050 0.397 -0.522 0.248
H -2.675 -2.428 -0.819 0.642 0.307 0.245
H -3.359 -0.844 -1.300 -0.103 -0.105 0.065
C -4.026 -1.739 1.774 -0.692 0.694 0.764
O -2.798 -2.419 1.572 -0.128 0.015 -0.370
H -3.867 -0.654 1.782 0.235 -0.161 0.031
H -4.833 -1.905 1.051 0.499 -0.500 -0.297
H -4.440 -2.008 2.752 -0.004 0.149 -0.084
H -2.764 -3.113 2.231 0.122 -0.178 -0.045
C -0.634 0.599 0.211 0.019 -0.172 1.398
O 0.221 0.378 1.342 0.125 -0.193 -0.377
H -1.589 0.112 0.420 -0.184 0.160 -0.284
H -0.754 1.679 0.228 -0.195 0.016 -0.644
H -0.229 0.205 -0.722 0.171 0.198 -0.064
H 0.086 -0.514 1.679 0.123 0.029 0.054
```
Forces are in eV/Å.

- Relative energy (zero: lowest compared OMol25 entry of this formula, charge and spin): 22.7 kcal/mol
- HOMO level: -10.8 eV
- Lowest unoccupied orbital energy: -0.0001 Eh

Here is a 6-piece molecular cluster, C14H40O14S4 overall in a non-equilibrium geometry from the Open Molecules 2025 dataset. Energies are from ωB97M-V/def2-TZVPD.

The geometry in XYZ format:
```
72
Properties=species:S:1:pos:R:3:forces:R:3
C 3.683 2.858 2.947 -0.118 -0.459 -0.058
C 2.500 1.905 3.035 0.392 0.374 0.332
O 3.051 0.584 3.276 -0.023 0.145 -0.071
S 2.016 -0.603 3.403 0.000 0.507 -0.174
C 1.550 -0.869 1.735 0.138 -0.638 0.079
O 2.770 -1.721 3.835 0.306 -0.492 0.233
O 0.885 -0.144 4.145 -0.370 0.052 0.172
H 4.065 3.061 3.945 0.050 0.089 -0.016
H 3.392 3.784 2.458 -0.027 0.065 0.049
H 4.477 2.382 2.371 -0.006 0.123 -0.083
H 1.872 2.162 3.886 -0.185 -0.042 -0.113
H 1.904 1.903 2.121 0.043 -0.061 -0.070
H 2.460 -1.061 1.176 -0.035 0.188 -0.160
H 0.970 -0.053 1.325 -0.007 0.040 0.001
H 0.982 -1.799 1.772 -0.205 0.136 -0.146
C -0.738 -4.244 0.501 0.020 0.323 0.463
C -0.353 -4.839 -0.831 0.302 -0.361 0.628
O -1.546 -5.201 -1.551 0.007 0.032 0.105
S -1.356 -5.747 -3.023 -0.116 0.149 -0.076
C -0.588 -7.315 -2.766 0.003 0.010 0.083
O -2.670 -5.985 -3.510 -0.171 0.028 -0.058
O -0.465 -4.865 -3.709 0.203 -0.094 -0.127
H -1.151 -3.235 0.466 -0.019 -0.040 -0.316
H 0.152 -4.200 1.135 0.042 0.022 -0.103
H -1.452 -4.866 1.041 -0.035 -0.126 -0.194
H 0.292 -4.201 -1.432 -0.219 0.169 -0.070
H 0.211 -5.751 -0.602 -0.061 -0.037 -0.227
H -1.194 -7.848 -2.037 0.016 -0.069 -0.020
H 0.433 -7.192 -2.419 0.026 0.018 -0.023
H -0.607 -7.834 -3.721 0.023 0.021 -0.032
C -2.676 -0.202 0.648 -0.285 0.104 0.124
C -3.808 0.669 1.169 0.023 -0.036 -1.008
O -4.230 0.125 2.427 0.120 0.279 0.047
S -5.332 0.947 3.226 0.150 0.045 -0.142
C -4.418 2.369 3.781 -0.304 -0.424 0.042
O -6.334 1.372 2.304 -0.197 0.205 -0.195
O -5.664 0.141 4.342 -0.023 -0.272 0.372
H -1.997 -0.447 1.465 0.082 -0.007 -0.062
H -2.127 0.320 -0.136 0.013 0.001 0.002
H -3.090 -1.116 0.226 0.132 -0.103 0.077
H -3.509 1.723 1.213 0.139 -0.084 0.622
H -4.647 0.669 0.470 -0.089 -0.178 0.127
H -4.551 3.150 3.040 0.219 0.131 0.049
H -3.390 2.054 3.936 0.087 0.172 -0.026
H -4.867 2.639 4.733 -0.007 0.152 -0.025
C 0.750 6.179 -3.818 0.072 0.103 0.001
C 0.634 5.891 -2.346 -0.179 0.331 0.138
O 0.485 4.456 -2.199 0.284 -0.070 -0.112
S 0.349 3.867 -0.749 -0.488 0.080 -0.348
C -1.403 3.897 -0.517 0.149 -0.039 -0.003
O 0.790 2.516 -0.834 0.033 -0.453 0.082
O 0.939 4.756 0.190 0.238 0.290 0.363
H 0.664 7.255 -3.972 -0.008 -0.011 -0.040
H -0.042 5.679 -4.371 -0.009 0.031 -0.040
H 1.718 5.860 -4.202 -0.040 -0.089 -0.035
H 1.502 6.231 -1.785 0.060 -0.165 -0.022
H -0.239 6.384 -1.904 -0.035 -0.090 -0.098
H -1.546 3.726 0.547 -0.218 0.078 -0.015
H -1.886 3.130 -1.117 0.135 -0.099 -0.010
H -1.759 4.874 -0.834 -0.055 0.074 0.243
C 4.511 -2.084 -2.064 -0.072 -0.084 -0.090
O 5.803 -2.646 -2.267 -0.178 0.111 -0.102
H 3.722 -2.700 -2.507 0.028 -0.083 0.084
H 4.307 -1.936 -1.001 -0.081 0.049 0.008
H 4.462 -1.123 -2.570 0.188 0.079 0.077
H 5.758 -3.571 -2.016 0.089 -0.052 0.036
C 0.827 -0.988 -2.083 -0.233 0.625 -0.897
O 1.672 -0.190 -1.284 0.214 -0.510 0.480
H 0.817 -0.585 -3.105 -0.086 -0.163 -0.020
H 1.210 -2.003 -2.158 0.131 0.005 0.287
H -0.220 -1.016 -1.759 0.099 -0.065 0.289
H 1.269 0.663 -1.092 -0.073 0.058 -0.267
```
Forces are in eV/Å.

- Relative energy (zero: lowest compared OMol25 entry of this formula, charge and spin): 0.0 kcal/mol
- HOMO level: -10.3 eV
- Lowest unoccupied orbital energy: -0.0033 Eh